Entry 1:
This record from the OMol25 dataset describes 2 unconnected molecules or ions with the total composition C2H3N. The level of theory is wB97M-V/def2-TZVPD.

The geometry in XYZ format:
```
6
Properties=species:S:1:pos:R:3
C -0.183 1.076 0.449
C -0.897 -0.007 0.261
N 1.599 -0.501 -0.003
H -1.714 0.422 -0.335
H -0.701 -1.019 0.403
H 1.896 0.029 -0.774
```

## Properties
LUMO (alpha / beta)   -1.7 / -1.2 eV
HOMO-LUMO gap (alpha / beta)   8.87 / 9.08 eV
Spin multiplicity   1

Atom charges from the Mulliken analysis, given in e for atoms 1 to 5:
1 C -0.19
2 C -0.39
3 N -0.30
4 H 0.27
5 H 0.37

---

Entry 2:
This record from the OMol25 dataset describes a molecular structure, C2H3N2O2. The level of theory is wB97M-V/def2-TZVPD.

The geometry in XYZ format:
```
9
Properties=species:S:1:pos:R:3
C -1.740 -0.016 0.064
C 0.993 0.098 0.254
N 1.517 -1.113 -0.178
N -0.476 0.285 -0.265
O -2.373 -1.005 0.415
O -1.940 1.262 -0.105
H 0.946 0.471 1.340
H 1.502 0.932 -0.288
H 1.571 -0.913 -1.237
```

## Properties
LUMO (alpha / beta)   3.9 / 4.0 eV
HOMO-LUMO gap (alpha / beta)   7.30 / 7.57 eV
Spin multiplicity   1
Charge   -1

Atom charges from the Mulliken analysis, given in e for atoms 1 to 5:
1 C 0.69
2 C -0.32
3 N -0.71
4 N -0.16
5 O -0.65

---

Entry 3:
This record from the OMol25 dataset describes 2 unconnected molecules or ions with the total composition C2H3N2O2. The level of theory is wB97M-V/def2-TZVPD.

The geometry in XYZ format:
```
9
Properties=species:S:1:pos:R:3
C 0.189 1.474 0.514
C -0.471 -0.760 -1.358
N -0.076 2.550 0.211
N 0.476 0.239 0.643
O 0.291 -0.420 1.838
O 0.043 -1.738 -1.912
H -0.490 0.272 -1.662
H 1.138 -0.774 2.104
H -1.101 -0.842 -0.379
```

## Properties
LUMO   4.1 eV
HOMO-LUMO gap   7.22 eV
Spin multiplicity   1
Charge   -1

Atom charges from the Mulliken analysis, given in e for atoms 1 to 5:
1 C 0.53
2 C 0.07
3 N -0.65
4 N -0.65
5 O -0.41

---

Entry 4:
This record from the OMol25 dataset describes a gas-phase ion, C2H3N2O2 (charge -1). The level of theory is wB97M-V/def2-TZVPD.

The geometry in XYZ format:
```
9
Properties=species:S:1:pos:R:3
C 1.606 -0.080 -0.008
C -0.892 -0.233 0.219
N -1.299 1.053 -0.248
N 0.312 -0.217 -0.501
O 2.025 0.967 0.406
O 2.057 -1.254 -0.054
H -0.828 -0.126 1.248
H -1.525 -1.243 0.230
H -1.455 1.133 -1.292
```

## Properties
LUMO (alpha / beta)   4.2 / 3.9 eV
HOMO-LUMO gap (alpha / beta)   8.71 / 7.96 eV
Spin multiplicity   1
Charge   -1

Atom charges from the Mulliken analysis, given in e for atoms 1 to 5:
1 C 0.64
2 C -0.04
3 N -0.59
4 N -0.33
5 O -0.66

---

Entry 5:
This record from the OMol25 dataset describes 2 unconnected molecules or ions with the total composition C2H3N2O2. The level of theory is wB97M-V/def2-TZVPD.

The geometry in XYZ format:
```
9
Properties=species:S:1:pos:R:3
C 1.030 0.011 -0.582
C -0.219 -0.308 -0.392
N -1.420 -0.490 -0.352
N -1.068 -3.857 1.078
O -1.517 -5.048 1.140
O -1.808 -3.087 0.342
H 1.454 0.943 -0.198
H 1.395 -0.815 -1.169
H -1.926 -1.232 0.214
```

## Properties
LUMO   3.9 eV
HOMO-LUMO gap   7.74 eV
Spin multiplicity   1
Charge   -1

Atom charges from the Mulliken analysis, given in e for atoms 1 to 5:
1 C -0.92
2 C 0.49
3 N -0.48
4 N 0.04
5 O -0.48

---

Entry 6:
This record from the OMol25 dataset describes 2 unconnected molecules or ions with the total composition C2H3N2O2. The level of theory is wB97M-V/def2-TZVPD.

The geometry in XYZ format:
```
9
Properties=species:S:1:pos:R:3
C 1.877 -0.234 -0.106
C 0.547 0.020 0.037
N -0.389 -0.886 0.013
N -2.076 0.072 0.029
O -3.068 -0.626 0.031
O -1.977 1.283 0.071
H 2.614 0.546 -0.005
H 2.228 -1.241 -0.263
H 0.245 1.065 0.192
```

## Properties
LUMO   4.4 eV
HOMO-LUMO gap   7.02 eV
Spin multiplicity   1
Charge   -1

Atom charges from the Mulliken analysis, given in e for atoms 1 to 5:
1 C -0.90
2 C 0.14
3 N -0.57
4 N 0.63
5 O -0.56

---

Entry 7:
This record from the OMol25 dataset describes a gas-phase ion, C2H3N2O2 (charge +1). The level of theory is wB97M-V/def2-TZVPD.

The geometry in XYZ format:
```
9
Properties=species:S:1:pos:R:3
C -0.072 -0.056 0.019
C -0.433 0.988 1.036
N 0.310 -1.215 0.544
N 0.584 -1.517 1.777
O 0.158 -2.264 2.546
O -0.452 0.696 2.200
H 0.172 0.223 -1.085
H -0.661 2.094 0.655
H 0.498 -1.960 -0.047
```

## Properties
LUMO (alpha / beta)   -7.5 / -7.5 eV
SMILES   O=C/C=[NH+]\N=O
HOMO-LUMO gap (alpha / beta)   7.91 / 7.90 eV
Spin multiplicity   1
Charge   +1

Atom charges from the Mulliken analysis, given in e for atoms 1 to 5:
1 C -0.04
2 C 0.22
3 N 0.31
4 N 0.09
5 O -0.17

---

Entry 8:
This record from the OMol25 dataset describes 2 unconnected molecules or ions with the total composition C2H3N2O4. The level of theory is wB97M-V/def2-TZVPD.

The geometry in XYZ format:
```
11
Properties=species:S:1:pos:R:3
C 2.717 -0.023 0.293
C 1.430 0.249 -0.253
N -2.552 0.835 0.203
N -1.443 0.437 -0.026
O 2.508 -0.539 -0.908
O 3.442 -0.048 1.224
O -1.138 -0.706 -0.430
O -3.627 -0.137 0.243
H 0.437 -0.360 -0.050
H 1.402 1.293 -0.504
H -3.176 -1.001 0.207
```

## Properties
LUMO (alpha / beta)   3.6 / 3.4 eV
HOMO-LUMO gap (alpha / beta)   3.53 / 7.53 eV
Spin multiplicity   3
Charge   -1

Atom charges from the Mulliken analysis, given in e for atoms 1 to 5:
1 C 0.57
2 C -0.33
3 N -0.61
4 N 0.27
5 O -0.39

---

Entry 9:
This record from the OMol25 dataset describes a single C2H3N2OP molecule. The level of theory is wB97M-V/def2-TZVPD.

The geometry in XYZ format:
```
9
Properties=species:S:1:pos:R:3
C -2.143 0.059 -0.374
C -0.278 -0.215 0.646
N -2.408 -0.517 0.755
N -1.174 -0.754 1.383
O -0.831 0.267 -0.539
P 1.548 -0.440 0.544
H -2.827 0.460 -0.967
H 1.572 0.874 0.165
H 1.414 -0.790 -0.793
```

## Properties
LUMO   0.7 eV
SMILES   Pc1nnco1
HOMO-LUMO gap   11.34 eV
Spin multiplicity   1

Atom charges from the Mulliken analysis, given in e for atoms 1 to 5:
1 C -0.03
2 C 0.41
3 N -0.35
4 N -0.31
5 O -0.27

---

Entry 10:
This record from the OMol25 dataset describes a single C2H3N2OP molecule. The level of theory is wB97M-V/def2-TZVPD.

The geometry in XYZ format:
```
9
Properties=species:S:1:pos:R:3
C -0.793 -0.005 -0.101
C -0.106 0.335 -1.282
N -0.034 0.021 0.982
N 1.229 0.386 0.630
O 2.215 0.587 1.614
P 1.560 0.752 -1.055
H -1.792 -0.304 -0.221
H -0.580 0.137 -2.340
H 1.974 0.278 2.600
```

## Properties
LUMO   0.5 eV
SMILES   On1nccp1
HOMO-LUMO gap   9.61 eV
Spin multiplicity   1

Atom charges from the Mulliken analysis, given in e for atoms 1 to 5:
1 C -0.17
2 C -0.26
3 N -0.63
4 N 0.60
5 O -0.52

---

Entry 11:
This record from the OMol25 dataset describes 2 unconnected molecules or ions with the total composition C2H3N2OS. The level of theory is wB97M-V/def2-TZVPD.

The geometry in XYZ format:
```
9
Properties=species:S:1:pos:R:3
C 3.735 0.490 -2.090
C -0.250 0.423 -0.092
N 1.651 -0.201 -1.378
N 1.142 0.653 -0.671
O 4.068 1.517 -1.537
S 4.030 -0.716 -3.087
H -0.325 -0.605 0.487
H -1.042 0.622 -0.911
H -0.195 1.338 0.605
```

## Properties
LUMO (alpha / beta)   3.7 / 3.7 eV
HOMO-LUMO gap (alpha / beta)   5.56 / 5.55 eV
Spin multiplicity   1
Charge   -1

Atom charges from the Mulliken analysis, given in e for atoms 1 to 5:
1 C 0.49
2 C -0.76
3 N -0.46
4 N -0.04
5 O -0.50

---

Entry 12:
This record from the OMol25 dataset describes a gas-phase ion, C2H3N2OS (charge +1). The level of theory is wB97M-V/def2-TZVPD.

The geometry in XYZ format:
```
9
Properties=species:S:1:pos:R:3
C 1.694 -0.759 -0.340
C -1.465 0.808 0.177
N 0.400 -0.949 -0.268
N -0.474 -0.180 0.142
O -1.706 -0.560 0.416
S 2.522 0.620 0.144
H 2.194 -1.614 -0.622
H -1.727 1.328 -0.821
H -1.437 1.306 1.171
```

## Properties
LUMO (alpha / beta)   -7.9 / -8.0 eV
SMILES   S=C/N=[N+]1\CO1
HOMO-LUMO gap (alpha / beta)   6.87 / 6.64 eV
Spin multiplicity   1
Charge   +1

Atom charges from the Mulliken analysis, given in e for atoms 1 to 5:
1 C -0.06
2 C 0.00
3 N -0.53
4 N 0.81
5 O -0.24

---

Computed largest force on an atom (hartree/bohr) in order:
0.058 0.059 0.064 0.057 0.061 0.074 0.126 0.184 0.103 0.072 0.068 0.102
Computed relative energy (zero: lowest compared OMol25 entry of this formula, charge and spin) (eV) in order:
8.289 3.245 2.335 2.259 2.727 4.084 6.175 3.816 1.477 2.472 1.462 6.285